Record 1
Entry from OMol25: a molecular structure, C8H10CdN2O5 in a non-equilibrium geometry (ωB97M-V/def2-TZVPD).

Properties
LUMO in eV: -8.455
Charge: +2
HOMO in eV: -15.499

```
26
Properties=species:S:1:pos:R:3:forces:R:3
Cd -0.462330 2.072091 0.540395 0.860 -1.563 -0.445
C -0.413717 3.250289 2.426346 0.053 3.273 5.179
O -0.402748 3.871831 3.400021 -0.033 -2.967 -4.619
C -0.536311 3.568885 -1.354648 0.203 3.578 -3.346
O -0.446459 4.362787 -2.179365 -0.338 -3.076 3.035
C -2.599992 1.516392 -0.129325 -4.680 -1.351 -1.070
O -3.674553 1.243775 -0.427417 4.215 1.070 1.096
C 1.754137 1.879705 -0.422224 3.594 -0.988 -0.523
O 2.836465 1.641184 -0.691202 -3.310 0.760 0.683
C -0.433409 -1.180581 -3.259262 -0.206 0.706 -0.224
H 0.456712 -1.709190 -2.909837 -0.192 0.203 -0.241
H -1.396148 -1.648486 -2.995233 0.470 0.313 -0.276
C -0.364894 -0.048005 -3.988079 -0.102 -0.436 0.769
H -1.255309 0.488361 -4.326211 0.159 -0.367 0.028
H 0.581957 0.419646 -4.265996 -0.154 -0.328 0.061
C 2.060896 -1.842936 2.658861 0.386 0.007 0.279
N 0.702350 -2.083488 2.219174 -0.523 1.023 -0.829
C 0.030580 -1.307571 1.328894 -0.651 -1.474 0.994
N -1.202650 -1.825063 1.015680 0.471 0.435 0.196
O 0.451452 -0.213088 0.865215 -0.389 0.839 -0.075
H 2.467309 -0.990342 2.107468 -0.077 -0.234 0.148
H 2.672527 -2.731471 2.460387 -0.102 0.287 0.024
H 2.081648 -1.633700 3.734344 0.063 0.013 -0.234
H 0.175683 -2.835678 2.650720 0.367 0.099 -0.216
H -1.678924 -1.503953 0.188768 0.095 -0.163 0.042
H -1.404282 -2.761394 1.352521 -0.179 0.339 -0.431
```
Forces are in eV/Å.

=====

Record 2
Entry from OMol25: a single C8H10Cl2Si molecule in a non-equilibrium geometry (ωB97M-V/def2-TZVPD).

Properties
LUMO in eV: 0.699
Structure (SMILES): ClC(Cl)[SiH2]C1=C[C@]23CC[C@]12C3
HOMO in eV: -7.583

```
21
Properties=species:S:1:pos:R:3:forces:R:3
Cl 3.504676 -1.484139 -0.535904 -0.334 -0.122 -0.104
C 3.301913 0.231225 -0.158396 0.019 1.673 -1.573
Cl 4.957287 0.977709 -0.465772 -0.722 0.065 0.424
Si 2.564750 0.489057 1.607155 -1.969 0.270 -0.769
C 0.822897 -0.298191 1.162725 1.218 2.036 0.207
C 0.495509 -1.533530 0.792646 1.457 -0.970 -0.503
C -0.738547 -1.213943 0.056796 -2.542 1.827 0.665
C -0.671773 -0.733589 -1.391407 -0.266 -0.269 -0.294
C -0.367072 0.730698 -1.100708 1.714 -1.196 3.097
C -0.397304 0.397530 0.482889 0.950 -1.056 -0.350
C -1.640818 -0.219401 0.843533 0.577 -2.242 1.949
H 2.615585 0.779852 -0.975538 1.480 -1.555 1.890
H 3.048545 -0.337505 2.689969 0.763 -0.217 0.203
H 2.616009 2.004629 1.948862 -0.160 -1.252 -0.340
H 1.099675 -2.478052 0.752635 -0.864 0.878 0.425
H 0.046532 -1.365101 -1.806991 2.083 -0.190 -1.102
H -1.486305 -1.004790 -2.043140 -0.976 0.401 0.129
H -1.130351 1.452383 -1.129315 -0.781 0.971 -1.206
H 0.659492 1.122943 -1.164108 -0.700 -0.037 -1.224
H -2.538287 0.048427 0.399335 -1.432 0.681 -1.224
H -1.841965 -0.532593 1.877615 0.487 0.303 -0.300
```
Forces are in eV/Å.

=====

Going through the records in order, we get orbital gap values of 7.04 8.28 eV.
Going through the records in order, we get relative energy (zero: lowest compared OMol25 entry of this formula, charge and spin) values of 0.523 9.232 eV.
Going through the records in order, we get molar mass values of 326.6 205.2 u.